(1)
22
Properties=species:S:1:pos:R:3:forces:R:3 method="wB97M-V/def2-TZVPD" e_homo_ev=-13.88 orbital_gap_ev=8.73 charge=+1 de_lowest_kcal_mol=36.09
C -1.72514 -1.91901 -0.27715 1.575 -1.574 -1.077
O -2.59809 -2.11342 0.61946 -1.171 1.281 0.913
N 0.78443 -1.42678 -1.91614 -0.564 1.299 0.684
C 2.12431 1.36944 -0.55555 -2.763 1.113 1.126
H -0.33934 -3.31179 -0.98126 -1.940 -0.124 -0.139
C 1.52758 2.91507 1.22817 1.101 0.052 -1.606
C 2.32193 2.57522 0.13368 0.729 -0.746 -0.896
H -2.68352 -1.27139 1.21862 0.476 -0.703 -0.550
H 2.57190 1.07206 -1.44362 1.496 -0.327 -1.336
H -0.20989 2.33987 2.42585 0.757 -0.209 -0.880
N 0.99851 0.69195 -0.32974 -0.181 1.291 2.897
C -0.81168 -0.84637 -0.28580 -3.343 -0.249 1.579
H 1.77718 3.86921 1.62482 -0.319 0.478 0.942
O -1.88055 0.08959 1.56831 0.643 0.522 -0.201
H 3.08165 3.23827 -0.29839 -0.197 -0.188 0.680
C -1.45404 -3.03648 -1.20295 1.809 -0.916 -1.103
N 0.22016 -0.83475 -1.13058 1.608 -2.788 -2.551
C -0.94197 0.12129 0.76370 -1.895 -1.915 0.091
C 0.17373 0.95299 0.72992 4.584 5.230 0.497
H -2.11466 -3.94187 -1.23076 0.531 1.170 0.488
H -1.30284 -2.64980 -2.23546 -0.520 -0.242 0.502
C 0.48034 2.11668 1.57487 -2.414 -2.456 -0.061

=====

(2)
13
Properties=species:S:1:pos:R:3:forces:R:3 method="wB97M-V/def2-TZVPD" e_homo_ev=-12.62 orbital_gap_ev=6.26 charge=+1 de_lowest_kcal_mol=110.65
C -2.46938 -0.14788 -0.50952 -0.139 0.888 -2.173
O 0.08956 0.12635 0.35328 2.926 -1.538 -0.621
H -2.65303 0.24988 1.40226 0.629 0.774 -0.810
H -2.24870 0.42219 -1.54010 -0.043 -0.550 1.918
H 0.71868 -1.00823 -1.11058 -0.258 -1.413 -0.991
H 2.85573 -1.40835 0.36965 -0.605 2.011 -0.717
H 2.89703 0.17589 -0.69950 -0.275 -0.756 0.212
H 2.36626 0.33781 1.05556 0.395 -1.492 -1.647
H -2.00354 1.60227 0.56143 -0.198 1.195 -0.309
C 1.02542 -0.55545 -0.21068 -0.990 2.351 -0.068
H -0.58342 -0.10059 -0.28004 -2.603 0.287 0.190
C 2.36137 -0.36805 0.11495 2.679 0.077 3.686
N -2.35597 0.67417 0.49329 -1.517 -1.834 1.330

=====

(3)
7
Properties=species:S:1:pos:R:3:forces:R:3 method="wB97M-V/def2-TZVPD" e_homo_ev="-10.72 / -9.34" orbital_gap_ev="8.69 / 5.87" charge=0 de_lowest_kcal_mol=83.95
N -0.24886 0.61563 0.07629 -0.220 -0.110 -0.670
H -0.26549 0.98775 -0.87390 0.077 -0.016 0.158
C 1.45372 -0.99095 -0.07257 0.699 -0.068 -0.923
H -0.85070 1.02427 0.78543 0.101 -0.006 -0.197
N 2.42177 -1.59030 -0.29026 0.314 -0.347 -0.433
N 0.48846 -0.34852 0.46232 -1.291 0.556 2.156
Br -2.99890 0.30213 -0.08729 0.319 -0.009 -0.091

=====

(4)
72
Properties=species:S:1:pos:R:3:forces:R:3 method="wB97M-V/def2-TZVPD" s2=0.825 e_homo_ev="-10.49 / -10.50" orbital_gap_ev="7.96 / 8.58" multiplicity=2 charge=0
C 4.79785 -1.52066 -3.54476 -1.032 0.070 0.040
C -3.29579 0.21873 -4.02328 -0.171 -0.781 0.103
S -0.78700 -2.70863 1.66552 1.295 -4.914 2.149
C 4.07204 0.57622 1.71998 0.866 -0.677 -1.522
H 1.29566 1.63760 4.89012 0.632 -0.315 0.904
H 2.73248 -1.28705 -3.98982 -0.144 -0.048 0.248
Cl -3.01674 1.80980 -4.82229 -0.521 -0.463 0.340
F 0.96260 2.06188 -2.61826 2.009 -3.214 -1.168
O 1.60844 4.84642 -0.14437 -0.681 -2.960 0.748
F -3.50977 -1.20440 2.87726 -0.674 1.562 -1.723
Cl 2.86616 -1.80882 -1.70758 -0.320 -0.486 0.857
F 0.00730 -2.32704 4.30276 -0.059 -0.278 -0.718
C 3.39669 -1.02532 -3.16615 0.570 -0.285 -0.626
S -2.26252 -0.92192 0.46579 -0.359 2.684 -2.331
F 1.60787 -2.23809 2.82604 -0.252 0.727 -0.200
O -2.53686 -2.02927 -0.42800 0.369 1.067 2.134
F 1.96962 4.51920 2.45258 -2.366 -0.106 0.596
O 1.15968 0.05091 -0.16159 -2.331 1.106 4.673
H -1.65960 0.74980 3.52230 0.347 0.446 -0.217
O -1.46421 2.96437 2.10966 0.616 -0.290 0.681
H 3.37038 0.05880 -3.05622 0.129 -0.101 0.175
H -2.76477 -0.51330 -4.63177 0.084 0.099 0.112
F -4.86326 -1.25339 1.13947 0.702 0.121 0.071
F 0.70279 4.09527 -2.79519 0.406 2.161 -0.605
H -3.06224 -4.28812 -2.58539 -0.066 0.225 -0.384
H 1.77435 -0.14533 4.71537 -0.426 -0.088 0.363
C -2.28361 -4.63013 -3.26719 0.178 -1.014 0.026
O -2.05757 0.39277 -0.22526 0.508 -2.286 2.448
V 0.42576 0.44707 1.25452 2.610 -0.383 -5.235
H -1.57075 -5.16236 -2.63738 0.027 -0.345 -0.406
O -0.99256 4.47497 0.30125 0.998 0.141 0.815
C -0.80995 0.78351 4.20425 -0.665 -0.668 -0.357
O 0.44429 0.71989 3.44576 -4.612 -0.634 -2.018
H 2.57598 2.33236 3.32849 0.125 0.177 -0.654
H 4.82284 -2.57601 -3.81628 -0.048 -0.058 0.953
H -0.86335 1.67018 4.83597 0.303 0.139 -0.334
H 4.10007 0.14061 0.72120 -0.044 0.812 -0.330
S 1.52057 3.37412 -0.26341 1.916 1.183 -4.327
N 0.50098 2.50404 0.82253 2.699 1.071 -1.171
C -4.76145 -0.26323 -3.87494 0.494 1.736 -0.899
Cl -3.01644 -5.68516 -4.53475 -0.095 -0.336 0.483
H 5.56652 -1.20153 -2.84091 -0.046 -0.214 -0.146
C 0.46690 -2.88135 3.15767 0.299 0.908 -0.328
Cl 5.01020 -0.78960 -5.10533 0.982 1.000 -1.547
C 0.58034 4.63435 2.62521 1.251 -0.018 -0.780
F 0.85492 -4.10822 3.39850 -0.854 -0.673 -0.073
C -3.81852 -0.62599 1.65725 0.238 -1.145 1.093
H 3.48757 1.09382 4.07090 0.888 -0.472 -0.854
H -0.96876 -0.10231 4.81923 0.665 -0.118 0.095
H -5.35035 0.50328 -3.37119 0.034 -0.257 0.352
Cl -4.75477 -1.77448 -2.98146 -0.131 -0.238 0.148
C 2.66500 1.24688 3.37229 -0.431 1.473 1.656
H -0.89528 -3.81946 -4.79746 -0.446 -0.304 0.069
F -4.12830 0.66152 1.78331 0.852 -0.926 0.068
O -2.05259 -3.23670 2.22943 2.502 0.865 -1.706
O -0.03550 -3.38222 0.59108 -1.824 1.648 1.888
C 1.51559 0.79684 4.23220 2.449 0.567 0.764
N -0.86680 -1.11599 1.58955 -2.379 0.654 -2.034
H -5.23161 -0.38703 -4.85050 0.127 -0.328 0.043
F 0.27841 4.15893 3.85082 0.346 0.529 -0.836
H 4.56844 1.53726 1.85447 -0.157 0.135 -0.600
Cl -0.82373 -2.49385 -2.88287 0.274 0.474 -0.147
C -1.65411 -3.54335 -4.06532 -0.256 0.875 0.627
F -0.72129 2.89225 -1.77368 -1.616 0.077 0.506
S -0.45109 3.63494 1.32891 -4.164 0.873 1.498
H -2.51820 -3.02597 -4.48217 0.539 0.461 -0.428
F 0.26244 5.91085 2.49414 0.094 -0.583 0.508
H -2.85098 0.23098 -3.02825 0.125 0.243 -0.151
O 2.70559 0.68702 2.07708 -0.225 -0.623 1.710
H 4.69389 -0.14204 2.25431 -0.689 -0.260 0.963
O 2.78847 2.71493 -0.49561 -1.118 -0.315 1.048
C 0.54162 3.08616 -2.01857 -0.345 0.894 2.897

=====

(5)
139
Properties=species:S:1:pos:R:3:forces:R:3 method="wB97M-V/def2-TZVPD" e_homo_ev=-8.10 orbital_gap_ev=8.21 smiles="O=S1(=O)CCCC1.O=S1(=O)CCCC1.O=S1(=O)CCCC1.O=S1(=O)CCCC1.O=S1(=O)CCCC1.c1cc[nH]c1.c1cc[nH]c1.c1cc[nH]c1.c1cc[nH]c1.CCCC#N.CCCC#N" charge=0 de_lowest_kcal_mol=32.29
H 0.85725 3.33616 5.34880 -0.269 0.068 -0.042
H -2.19220 0.75503 -2.81122 -0.146 -0.255 0.006
H -0.04529 3.25556 6.86107 0.330 -0.245 0.414
N -0.36078 3.81039 -3.19239 -0.069 0.145 0.092
H 3.20986 3.84332 -2.16879 0.153 -0.205 0.328
C 2.99826 2.47273 1.59450 -1.204 0.283 -0.345
H 4.56991 3.49036 0.56347 -0.219 0.084 -0.299
H -0.13340 -4.78934 -0.19082 -0.024 0.267 -0.128
C 3.05754 3.18452 2.88288 0.519 -0.493 -0.609
H 2.64133 1.95763 5.91015 -0.379 0.168 -0.432
S -1.65608 5.75890 2.70358 -0.285 0.204 -0.124
C 0.33836 1.22397 -0.53924 0.702 0.720 0.092
C 0.55236 2.67625 6.16099 0.846 -0.143 -0.944
C -0.11386 2.97372 -3.93752 0.000 -0.437 -0.182
H -5.06529 -3.82265 -2.10911 0.251 0.126 -0.102
H 0.08735 2.96929 -6.79935 0.052 0.128 0.084
O -3.37512 -7.82477 -0.39645 -0.009 1.027 0.531
C 1.57002 -4.12978 -1.53396 -1.688 0.420 -0.342
H -5.68794 2.47343 -3.89673 -0.137 0.006 0.337
H -3.71737 3.88138 0.35126 -0.189 0.044 0.169
O -3.82066 -1.40349 -2.74872 -0.395 0.928 0.970
C 0.54792 0.06412 5.56190 0.550 0.162 0.033
N 1.52153 -6.06459 -0.45150 0.708 0.544 -0.812
H 1.11386 0.20901 4.64065 0.142 -0.429 -0.012
H -1.33034 3.51131 -0.17021 0.571 0.083 0.116
H 0.84383 0.30451 7.68766 -0.078 -0.301 -0.033
H -3.77278 4.63535 3.07356 0.273 -0.178 0.051
H 3.10477 1.11888 -1.76020 -0.051 0.164 -0.002
H 5.03452 -2.05931 2.67178 -0.170 0.468 -0.307
H 1.13887 -6.85421 0.03970 0.199 0.017 0.094
H 2.32915 -0.19762 6.86300 -0.192 -0.293 -0.235
C 1.41744 0.38931 6.76243 0.064 0.890 0.315
O -1.65879 1.29435 6.44846 0.627 0.054 -1.416
H 4.04312 4.21723 -4.43221 0.093 -0.050 0.035
H 0.89337 1.18574 -4.41825 0.321 0.347 0.172
C -2.97405 -2.37043 1.63763 -1.236 0.759 0.163
C -4.65680 -5.44180 -0.74366 -0.296 -0.827 0.693
C -2.41617 -6.01687 -2.04916 -0.738 -0.186 -1.072
S -0.57614 1.45735 5.47025 -0.299 0.076 0.782
H 1.60257 -0.54100 0.83150 0.256 0.088 0.177
C -0.53968 -0.78968 -0.73336 -0.924 -0.563 -0.379
H -0.49769 1.52350 1.52665 -0.092 0.018 -0.027
N -0.96602 -0.23869 0.44051 0.310 -1.009 -0.582
C 3.97561 1.07805 -3.79650 -0.667 0.170 0.042
H 1.62532 1.44488 -8.02629 -0.037 0.202 0.012
N 4.01977 3.30281 -4.01841 0.066 -1.554 -0.433
H -2.44298 0.06985 3.75609 -0.091 -0.153 0.048
H -4.07646 2.90476 -1.99630 -0.295 0.206 -0.213
S -4.17487 -0.27763 -1.87762 -0.672 0.893 -1.604
H -4.66761 1.20382 -4.47599 0.023 -0.153 0.014
H -2.77338 -6.79131 -2.73175 -0.071 -0.207 0.203
H -0.56671 -1.94329 3.81093 -0.144 -0.123 0.064
H -6.07258 1.24642 -1.78616 -0.049 -0.366 0.270
C 1.35159 1.18947 -7.00089 0.265 0.433 -0.398
C -1.86044 -2.83380 2.26814 0.652 -1.052 -0.586
C -0.38196 0.96627 0.60929 -0.005 0.565 -0.173
C -2.94668 3.94872 1.11947 0.305 0.470 -0.040
C 4.25652 2.09299 -4.67183 -0.290 0.168 0.038
H -5.03051 -5.39910 -2.86942 0.073 -0.099 0.007
N 3.10549 3.73892 3.88457 -0.069 0.170 0.288
C 3.56330 3.01023 -2.75760 -0.749 1.750 -0.363
H 0.34996 5.03732 1.45114 -0.304 0.665 -0.512
H -5.48231 -6.15385 -0.71720 0.205 -0.233 -0.062
H 3.54473 -3.84806 0.72946 -0.070 0.074 -0.358
C 2.70506 -6.02464 -1.18629 -0.979 -0.189 -0.047
H -6.39211 -0.03121 -2.99113 0.193 -0.045 -0.174
C -2.41730 -0.87335 3.23438 1.050 -1.082 -0.032
C -3.26478 4.99528 2.18058 -0.061 0.704 0.143
H 3.52564 -4.45343 -2.47338 -0.067 -0.264 -0.276
C -1.61548 4.37326 0.43555 -0.590 -0.814 -0.313
C 4.24176 2.46130 0.72692 1.245 0.469 1.373
H -4.11053 -0.60344 2.05880 0.016 -0.200 -0.322
O 1.68036 -2.35490 3.49498 1.191 1.020 -0.368
H 0.90576 2.11503 -0.76642 -0.057 0.054 0.161
C -3.05175 -4.66265 -2.44072 1.245 -0.261 0.877
H 2.22522 2.23294 7.54573 -0.252 0.153 0.070
H 1.67631 3.03445 -5.94752 -0.080 0.296 -0.351
H -4.81742 -4.83812 0.15018 0.281 0.555 -0.323
C 4.12166 -2.93413 0.87811 -0.099 0.344 0.206
H 4.01368 0.01018 -3.94331 0.147 0.081 -0.341
O -2.26613 -5.75780 0.58047 -1.039 -0.448 -0.593
H 5.54150 2.14365 2.50665 0.110 0.578 -0.214
C -0.67358 4.68609 1.57695 0.094 -0.177 0.702
H 4.20198 -3.44631 3.10830 -0.525 -0.446 -0.464
H 3.99696 -0.79995 0.18364 0.600 -0.246 0.278
C 2.15794 -1.45413 1.04142 0.316 -0.843 -0.694
H -1.59215 -0.74351 1.04958 0.114 0.197 0.303
H -1.79042 5.16767 -0.29040 0.114 0.339 0.314
H 4.07323 1.99623 -0.24230 -0.127 0.015 0.286
C 3.43277 -1.73649 0.19573 -0.520 0.615 0.565
C 3.45126 1.67489 -2.61779 0.599 -1.065 0.394
C 0.82639 2.41211 -6.22729 0.268 -1.005 0.801
C 0.22074 1.90944 -4.88223 -0.008 -0.334 -0.878
H -2.59046 1.37871 -1.21482 0.071 -0.034 -0.009
S 2.69484 -1.59152 2.76034 0.458 -0.535 -0.143
H 0.70681 -0.00279 -2.36487 0.021 -0.104 0.043
N -3.30517 -1.17489 2.25212 -0.274 0.040 0.053
C 0.25981 0.10107 -1.38903 -0.066 0.241 0.120
C -4.53605 -4.77460 -2.12467 0.043 0.137 0.709
C -5.00754 1.69255 -3.55958 0.194 -0.874 -0.146
O -1.62788 7.17270 2.33383 0.025 -1.413 -0.158
H 2.19203 2.97504 1.05077 -0.107 -0.108 -0.047
H -2.83686 -4.32597 -3.45249 -0.009 -0.213 -0.028
C -3.00754 1.11770 -2.18773 0.273 -0.855 0.460
C 5.38903 1.78538 1.48889 -0.041 -1.161 -0.349
O -1.37050 5.42914 4.08108 -0.008 -0.082 -0.359
H 0.10130 -0.92496 5.61942 -0.408 0.250 -0.204
H -2.50362 -4.01109 -1.75316 -0.580 0.771 -0.141
C -1.48346 -1.92243 3.24640 -0.313 1.912 0.811
H 6.30742 1.78452 0.90089 0.122 0.333 0.203
H 4.41220 1.98582 -5.73346 0.495 0.433 0.061
S -3.11630 -6.39111 -0.42958 0.759 -0.381 -1.030
H -0.51444 3.76568 2.14738 -0.346 -0.004 0.283
O -4.41353 -0.48272 -0.46424 0.204 -0.111 -0.362
O -0.80726 1.76222 4.05968 -0.494 -0.177 0.647
O 3.23952 -0.32558 3.27130 -1.011 -0.952 -0.278
H 3.27112 -1.94829 -0.86107 -0.586 -0.126 0.136
C 2.68553 -4.86401 -1.93388 1.451 -0.271 1.023
H -0.63819 1.28681 -5.14367 -0.395 0.320 0.280
H 1.50382 -2.31445 0.88555 -0.256 0.097 0.248
H -1.32959 -6.07429 -2.05230 -0.009 0.296 0.302
H 5.10859 -3.06122 0.43501 0.095 -0.207 0.282
C -3.78567 2.24790 -2.81843 -0.253 0.354 0.156
H -1.29094 -3.71911 2.03000 -0.264 -0.105 -0.093
H -3.88397 5.80032 1.78369 0.234 0.144 -0.067
C 0.81651 -4.90723 -0.68968 0.270 -0.489 0.506
H -0.94735 -1.72749 -1.08070 0.064 -0.077 0.170
C 4.15818 -2.63973 2.37601 0.413 0.537 0.793
C 1.80575 1.87256 6.60477 -0.089 0.028 0.891
H 1.24344 -3.17842 -1.92814 0.113 0.056 0.096
H -3.14741 2.82369 -3.48730 0.020 0.031 0.066
H 0.64552 0.36409 -7.09839 -0.142 0.061 0.301
H 5.17860 0.72556 1.66490 -0.233 -0.059 -0.179
H -2.86174 2.97192 1.59776 0.252 -0.066 -0.118
H 3.42506 -6.82440 -1.13333 -0.064 0.001 -0.034
H -3.65190 -2.72607 0.87961 0.318 -0.252 -0.089
C -5.65030 0.66323 -2.60582 1.027 0.325 0.317
H 2.27271 0.83291 -6.53921 -0.143 -0.196 0.162
H 2.65074 1.45785 1.78426 0.031 -0.019 0.163

=====

(6)
17
Properties=species:S:1:pos:R:3:forces:R:3 method="wB97M-V/def2-TZVPD" e_homo_ev=-8.39 orbital_gap_ev=9.08 smiles="CC/C=C/N.O" charge=0 de_lowest_kcal_mol=55.96
H 0.29285 -0.35482 5.39914 0.166 -2.443 -0.528
C 0.46038 -0.09143 -2.48852 1.253 1.988 2.362
H -0.07754 0.47404 0.10163 0.752 0.788 1.522
H 1.70663 -0.08295 -0.73637 0.120 1.116 -0.225
C -0.67321 -0.33434 -0.18457 -2.153 -0.282 -2.245
H -0.15076 0.53675 -3.13958 0.574 0.477 -0.266
N -1.73160 -0.77601 0.64799 -0.287 0.382 0.670
H -0.01389 0.99557 4.92040 0.235 -0.081 0.803
O 0.27116 0.50936 5.72118 -0.404 2.517 -0.284
H -2.45673 -1.33820 0.22152 0.587 -0.369 -0.571
C -0.57516 -0.56753 -1.49570 0.441 -2.359 -1.625
H 0.94844 -0.85137 -3.15897 -0.471 0.424 1.099
H -2.28114 0.00076 1.00823 0.584 0.127 0.269
H 1.34241 1.73124 -1.15649 -0.318 -1.371 -0.280
C 1.56116 0.68849 -1.52834 -0.662 -0.969 -1.353
H 2.49881 0.77010 -2.04303 0.541 0.095 -0.396
H -1.12182 -1.30966 -2.08851 -0.960 -0.038 1.049